Entry 1:
DFT (wB97M-V/def2-TZVPD) results for a 15-piece molecular cluster, C69H154F15N9O16 overall in a non-equilibrium geometry.

Atoms and positions in Å:
C: 2.57 13.08 8.26
H: 6.98 -0.16 -10.01
H: -6.08 -3.06 4.06
H: 5.17 0.87 -6.05
C: -7.04 -3.52 0.16
H: 1.86 5.65 6.37
H: 0.95 -4.95 4.77
O: 6.15 -2.47 -10.58
H: -1.12 6.46 4.45
C: 6.81 -5.66 5.88
H: -7.39 -5.34 8.08
H: 10.58 -3.54 2.38
N: 3.59 -0.92 -5.07
H: -8.82 -4.49 7.41
H: 9.02 -1.98 4.62
C: -7.69 -6.22 2.88
N: 2.77 -9.26 -4.10
H: 0.93 -6.47 -3.59
H: -2.01 7.81 -6.57
H: 3.16 -7.17 -1.54
C: 0.57 7.34 10.11
H: 6.43 -6.34 7.93
C: -1.91 7.42 -8.71
H: 3.21 -0.07 -4.66
N: 1.06 -4.15 -0.39
C: 1.46 9.53 9.36
C: 0.85 -3.12 -1.43
C: 5.41 -0.87 -3.55
H: 6.65 -4.10 3.56
H: 1.67 13.39 7.72
H: 3.05 -10.10 -3.53
H: 0.66 -5.08 -0.64
C: -8.27 -2.67 0.34
F: -1.70 -7.88 -5.76
H: -0.17 -3.22 -1.87
H: 6.84 -6.68 5.50
C: 8.15 -3.36 1.69
H: -1.46 8.52 10.44
H: 8.58 -4.15 1.10
C: -4.77 12.07 -8.92
C: -11.64 -1.99 -0.78
H: -1.10 6.77 11.40
F: 3.30 2.20 -7.58
C: -9.51 -3.12 -0.37
H: 0.99 -4.23 -4.83
N: 8.65 -3.54 3.09
C: 2.50 -9.44 -5.51
N: 4.04 -1.91 -9.83
C: -2.65 7.35 -7.37
C: -0.79 9.29 10.17
C: 5.84 -0.01 -5.81
C: -4.45 12.01 -7.43
F: -5.00 1.00 3.49
C: 2.80 -8.11 -3.49
O: -7.03 -0.85 4.19
O: -5.66 -2.53 3.33
C: 5.93 -0.21 -9.72
H: 4.42 -3.92 -9.71
H: -8.61 -6.26 7.13
H: -6.63 -3.60 -0.90
H: 1.60 -2.80 -5.74
H: -8.05 -1.61 0.13
C: 2.32 1.47 -8.23
H: 9.46 -2.01 0.59
F: 4.61 -2.27 3.43
H: 0.07 -10.87 -3.98
N: -4.83 10.56 -6.96
H: 7.67 -3.72 5.64
H: 3.77 -1.57 -8.89
H: -4.74 7.76 -7.96
H: -12.44 -1.77 -0.09
H: -6.59 -0.78 6.24
C: 2.40 -5.42 3.27
C: 1.07 -5.58 3.90
H: 0.81 9.92 12.22
N: -6.43 -3.89 5.76
H: 6.66 0.29 -5.25
H: -5.11 12.63 -6.79
O: -10.59 -2.34 0.20
H: 0.19 -11.03 -2.29
H: -8.19 -1.26 5.70
H: -0.95 -2.12 -9.36
H: 0.94 -6.62 4.27
H: -8.21 1.09 6.59
C: -5.07 10.50 -5.52
C: -0.80 -7.05 -3.61
H: -0.88 9.52 9.10
O: 0.12 6.53 6.69
H: 1.83 -10.33 -5.57
H: 0.67 -3.93 0.55
C: 3.07 -8.15 -2.00
H: -6.94 1.49 5.35
C: -5.78 -1.25 3.87
H: 3.52 -1.29 -10.49
O: 1.60 -2.52 -3.71
C: 3.70 -3.28 -10.24
C: 10.01 -4.05 3.13
C: -0.03 6.73 11.41
C: -3.81 9.57 -7.48
H: -8.56 -6.82 2.91
H: 7.83 -1.48 0.75
F: 1.22 2.20 -8.27
C: -0.50 -10.79 -3.09
H: -4.35 7.91 -6.29
C: -0.95 -6.96 -5.18
C: -6.08 10.27 -7.76
C: 7.86 -4.68 5.17
C: 7.15 -5.75 7.35
H: -2.90 9.85 -6.97
C: 0.86 5.78 6.01
H: 2.13 -8.57 -1.62
H: -9.04 -3.89 5.02
H: -6.23 -3.07 0.77
F: 5.16 -2.11 1.39
H: -8.56 1.06 4.83
H: -1.03 6.80 -8.56
H: 8.87 -5.11 5.41
F: 0.22 2.04 5.97
O: 4.58 -1.58 -2.65
H: -1.33 -11.45 -3.03
H: -0.93 4.81 3.76
H: -7.17 -4.56 0.56
H: -7.76 -2.18 2.39
H: -1.15 6.68 2.26
C: -0.47 5.73 3.98
H: -6.87 -6.69 3.46
H: -3.39 12.35 -7.23
H: 3.10 -1.66 -4.60
H: -1.47 -9.25 -2.03
H: -9.48 -2.27 2.04
C: 0.96 -3.11 -4.88
O: 3.16 -0.60 -7.54
H: 4.45 -4.53 2.33
H: -1.78 -6.79 -3.10
H: 3.44 -0.71 -6.50
H: -5.08 13.02 -9.26
H: 0.43 11.38 9.18
H: 3.44 13.42 7.64
H: 2.49 10.95 7.68
H: 10.09 -1.12 2.69
O: 0.10 -6.06 -3.23
H: 9.81 -5.14 2.97
H: -0.57 0.40 -7.86
H: 2.87 -3.19 -2.33
H: -5.74 11.30 -5.24
O: 2.69 -7.01 -4.05
H: 5.76 0.13 -8.73
H: 0.37 -1.33 -0.19
H: 3.60 11.43 8.97
C: -7.84 0.89 5.62
H: 5.48 0.17 -3.36
C: 1.42 11.08 9.47
O: 0.70 5.37 4.80
H: 0.05 7.13 9.16
C: 3.62 -3.94 1.91
H: -6.91 10.70 -7.16
H: 2.01 -8.48 -5.87
H: -6.78 11.24 -9.54
C: -7.40 -0.55 5.55
N: 0.60 8.81 10.36
C: 7.62 -4.53 3.70
H: 2.69 -3.54 -9.88
H: -6.82 -5.96 5.69
H: 5.49 0.50 -10.46
H: 1.60 11.38 10.53
H: 3.18 -5.47 4.01
F: -5.87 0.08 1.82
C: 1.05 -1.69 -0.95
F: -3.91 -0.57 2.50
H: 2.61 13.76 9.12
H: 1.73 -4.46 -2.89
H: 6.27 -1.82 -1.48
H: 1.02 7.33 13.28
C: -8.07 -5.31 7.24
H: -0.99 -0.48 -9.98
C: 4.06 -2.42 2.18
H: 1.01 -1.16 -1.87
H: -0.39 -1.06 -7.09
H: -1.90 -9.28 -3.70
H: 3.92 -8.78 -1.71
C: 0.39 7.73 12.51
H: 7.71 -5.46 3.17
C: -0.27 -0.54 -8.07
H: -5.63 -4.22 6.25
C: -5.18 -0.21 2.94
H: -5.18 -1.23 4.87
H: 5.25 -2.05 -5.39
C: -0.33 2.60 7.10
H: 3.74 -3.28 -11.32
H: -4.11 10.69 -5.07
O: 2.46 -4.15 2.61
C: 5.24 -1.66 -1.38
H: 2.02 -1.56 -0.45
H: -8.45 -3.62 2.16
F: 0.35 -7.03 -5.66
H: 2.47 9.07 9.45
C: -7.41 -5.02 5.87
F: 3.13 -1.54 2.02
O: 1.08 -0.61 -8.47
C: 5.51 -1.62 -10.12
H: -0.10 -2.77 -4.91
C: 8.63 -1.99 1.24
H: -9.22 -5.64 4.82
F: -1.45 -5.74 -5.42
H: 0.23 -5.39 3.23
H: -2.75 6.30 -7.03
C: 8.47 -2.16 3.66
H: 6.26 -0.41 -6.74
H: 7.12 -3.48 1.71
H: -6.87 -3.10 6.24
H: 10.44 -3.98 4.15
H: 3.50 -9.60 -5.95
C: -0.12 6.40 2.53
H: 4.83 -2.52 -0.84
H: 2.17 8.91 11.72
H: -3.75 9.81 -8.58
F: -1.68 3.06 6.95
H: -0.45 8.04 13.15
H: -2.12 -1.03 -8.80
C: 5.08 -1.08 -4.98
O: -0.17 -8.30 -3.24
H: 5.81 -5.32 5.79
H: 2.65 -6.12 2.48
H: -1.55 8.37 -8.98
F: 0.49 3.24 7.94
C: 1.08 8.92 11.79
F: 2.69 1.40 -9.57
H: 6.52 -1.12 -3.34
C: -1.08 -9.42 -3.01
H: 0.39 5.76 11.78
C: 8.95 -1.24 2.55
C: 1.82 -3.44 -2.61
H: 0.47 7.33 2.66
H: -9.47 -2.89 -1.41
H: -0.94 10.25 10.73
C: -1.08 -1.12 -9.12
C: 1.95 0.09 -7.65
H: -2.54 7.02 -9.51
H: 5.03 -0.75 -0.77
C: -3.99 8.10 -7.29
H: 7.28 -4.73 7.84
H: 1.52 0.13 -6.64
C: 2.58 11.59 8.57
H: 2.62 -4.36 0.25
O: 3.58 -4.33 0.51
H: -6.19 9.21 -7.82
H: 8.11 -6.28 7.51
N: -8.53 -2.66 1.86
H: -3.82 11.90 -9.48
H: 7.42 -2.06 3.92
C: -5.84 10.94 -9.18
O: -7.92 -4.92 3.44
H: -9.65 -4.19 -0.23
H: 0.25 5.78 1.73
C: -8.48 -4.89 4.79
H: -11.43 -1.08 -1.34
H: -7.26 -6.03 1.86
H: -5.50 10.18 -9.87
H: -11.88 -2.87 -1.41
H: 1.14 9.25 8.31
H: 8.46 -0.31 2.66
H: -5.39 9.50 -5.31
H: 1.62 7.00 9.93

Values from the calculation:
HOMO energy: -6.64 eV
HOMO-LUMO gap: 1.6 eV
net charge: +4

=====

Entry 2:
DFT (wB97M-V/def2-TZVPD) results for a 5-piece molecular cluster, C8H25IN5O4 overall in a non-equilibrium geometry.

Atoms and positions in Å:
H: 2.80 2.60 3.13
H: -1.55 -1.02 -1.39
O: -0.99 -0.50 -4.44
H: 1.62 1.95 -0.26
H: -5.94 -1.13 0.93
H: 0.32 0.05 -1.57
H: 3.30 -0.07 1.01
H: -2.35 -1.04 0.72
H: -5.45 -0.15 -0.49
H: -4.09 -0.18 2.19
O: -3.30 -1.12 0.50
C: 2.71 1.92 -0.33
C: -4.02 -0.07 1.10
H: 1.69 -6.05 0.36
C: 3.14 1.99 1.20
N: 0.27 -0.06 -2.57
H: 3.10 2.71 -0.97
H: 2.00 4.61 0.17
C: 1.73 4.99 1.16
C: 2.42 2.92 2.16
N: -1.79 -0.99 -2.37
C: 0.20 -5.22 -0.84
N: 1.29 -5.20 0.01
H: 0.20 -3.21 -0.77
H: 1.90 6.06 1.28
C: -5.45 -0.22 0.60
H: 2.48 0.40 2.23
H: 1.02 0.34 -3.09
N: 3.32 0.66 1.72
C: -0.86 -0.53 -3.22
O: -0.30 -6.31 -1.16
H: 2.99 0.99 -0.82
H: 1.64 -4.30 0.28
H: 0.73 4.79 1.53
N: -0.16 -4.01 -1.27
H: -2.61 -1.43 -2.75
I: 0.20 -1.16 1.06
H: -6.03 0.62 0.99
H: -3.62 0.91 0.82
H: -0.74 -3.98 -2.09
O: 2.69 4.28 1.96
H: 4.15 2.42 1.11
H: 1.34 2.71 2.18

Values from the calculation:
HOMO energy: -5.41 eV
HOMO-LUMO gap: 8.2 eV
net charge: -1

=====

Entry 3:
DFT (wB97M-V/def2-TZVPD) results for one molecule with the formula C2H4Cl3NO in a non-equilibrium geometry.

Atoms and positions in Å:
H: 1.13 -0.73 1.15
C: -1.65 -0.07 -0.16
H: -1.71 -0.96 -1.82
C: -0.33 0.66 0.71
H: -0.76 0.62 1.75
N: 0.93 0.01 0.51
H: 0.93 -0.45 -0.41
Cl: -0.29 2.33 -0.05
Cl: -1.71 -1.73 0.53
O: -1.28 -0.22 -1.42
Cl: -3.18 0.63 0.14

Values from the calculation:
SMILES: N[C@@H](Cl)C(O)(Cl)Cl
HOMO energy: -10.04 eV
HOMO-LUMO gap: 10.6 eV
net charge: 0

=====

Entry 4:
DFT (wB97M-V/def2-TZVPD) results for one molecule with the formula CH4N2OS in a non-equilibrium geometry.

Atoms and positions in Å:
H: 2.00 -0.71 -0.39
N: -0.14 1.21 -0.24
S: -2.21 -0.35 0.12
C: -0.74 0.02 -0.16
H: -0.43 -2.02 -0.08
N: 0.13 -1.07 -0.32
H: 0.71 1.30 0.39
O: 1.35 -0.44 0.39
H: -0.69 2.06 0.30

Values from the calculation:
SMILES: NC(=S)NO
HOMO energy: -8.65 eV
HOMO-LUMO gap: 9.1 eV
net charge: 0

=====

Entry 5:
DFT (wB97M-V/def2-TZVPD) results for C21H22ClNPSm as an isolated structure in a non-equilibrium geometry.

Atoms and positions in Å:
H: 0.33 5.30 2.72
C: -2.22 0.08 -1.71
C: -0.81 0.04 -1.69
H: 0.99 5.92 1.22
Cl: 4.08 1.62 1.38
H: -2.71 -0.42 -0.87
C: -1.03 -1.46 1.05
H: -4.36 1.63 0.72
H: 2.19 -2.41 1.04
H: -1.41 -1.45 4.43
H: -4.31 1.94 0.03
C: -2.56 -3.23 1.74
C: 2.88 -4.01 -1.91
H: 1.78 -3.79 -3.83
H: 2.62 5.10 3.71
C: 3.03 -3.60 -0.57
C: -0.75 1.44 -3.65
H: -0.20 1.98 -4.43
H: -0.23 -0.12 2.62
C: 1.08 -2.47 -2.24
H: 2.51 6.75 3.11
C: -2.14 1.31 -3.76
H: -3.25 -4.04 1.45
C: 2.17 -2.64 -0.04
H: -1.87 -2.88 -0.30
H: 3.47 -4.85 -2.31
N: 1.55 2.78 1.25
H: 0.30 -2.00 -2.83
C: -1.85 -2.57 0.74
C: 1.17 5.22 2.04
P: -0.03 -0.84 -0.33
H: -3.97 0.48 -2.88
Sm: 1.81 0.59 1.10
C: -0.05 0.80 -2.62
C: -2.89 0.64 -2.79
H: 3.36 5.51 2.20
H: 1.05 0.85 -2.54
C: -0.86 -1.00 2.38
H: 3.78 -4.11 0.06
H: -2.66 1.69 -4.63
C: 1.36 3.89 1.58
H: -2.96 -3.29 3.82
C: 2.44 5.70 2.79
C: 1.92 -3.44 -2.78
C: -1.53 -1.73 3.38
C: -2.38 -2.80 3.06
C: 1.15 -2.12 -0.88

Values from the calculation:
multiplicity: 6
HOMO energy (alpha / beta): -14.54 / -14.41 eV
HOMO-LUMO gap (alpha / beta): 6.0 / 7.5 eV
net charge: +2

=====

Entry 6:
DFT (wB97M-V/def2-TZVPD) results for C32H37Cl2KN3O8P as an isolated structure.

Atoms and positions in Å:
H: 0.98 4.15 5.50
O: -0.96 -1.83 2.11
H: -5.05 -1.26 3.22
Cl: -2.00 1.74 -0.89
C: 1.89 3.19 -2.59
N: -3.71 -1.98 1.75
H: 2.24 3.75 4.32
H: 1.97 -0.32 4.07
O: -4.20 -0.93 -0.89
H: 4.78 -1.84 1.52
C: 0.89 -3.28 -3.63
C: 0.68 2.00 2.27
H: 2.67 -0.61 -4.71
C: -3.01 -2.98 2.53
H: 0.59 5.20 3.23
H: 3.46 -2.24 -6.35
C: 4.42 -1.05 -0.44
H: 2.13 3.95 -1.85
C: 1.19 1.25 -4.43
O: -0.36 -2.91 -1.66
H: 0.48 4.94 0.83
C: -0.01 3.98 1.04
H: -2.96 -3.90 1.94
C: 1.03 -0.01 3.60
P: 0.81 -0.73 -2.42
O: 0.56 1.32 1.25
H: -1.61 -0.12 2.38
H: 0.20 -0.38 4.22
H: -2.79 -0.84 4.14
C: 1.39 0.88 -3.10
H: 0.72 -1.89 0.25
C: -4.25 -0.90 2.54
C: -4.72 -2.50 0.83
C: 0.87 2.14 4.74
H: 1.82 4.58 -4.24
H: -3.54 -3.24 3.47
H: -3.81 0.59 3.99
C: -0.09 -3.78 -2.53
O: -6.38 -1.33 -0.45
H: 1.20 2.83 -5.88
H: 0.89 0.51 -5.16
H: 5.46 -0.81 -0.64
N: 0.99 1.44 3.48
O: -2.24 0.55 2.71
N: 0.55 3.39 2.24
H: 3.76 -0.32 -2.35
C: 3.46 -0.77 -1.41
H: 1.57 1.69 5.45
C: 1.73 1.88 -2.18
H: -2.79 2.06 -3.08
H: -1.00 2.15 -2.98
H: 0.14 3.31 0.20
H: 1.83 1.64 -1.13
C: -1.94 2.41 -2.51
C: 2.73 -2.54 -5.60
C: 1.71 3.55 -3.92
H: -0.13 2.00 5.16
Cl: -2.02 4.19 -2.50
H: 2.59 -4.58 -6.28
C: 0.33 4.16 3.44
K: -1.86 -1.35 -0.16
H: -1.09 4.16 1.14
C: -1.54 -2.63 2.89
C: 1.75 -1.64 0.03
C: -3.24 -0.16 3.41
H: 0.93 -0.48 2.63
C: 1.34 -4.19 -4.58
H: 0.94 -5.20 -4.50
H: -0.73 4.15 3.72
C: 1.36 2.57 -4.84
C: 1.18 3.62 4.57
H: -4.72 -0.18 1.86
C: 2.25 -3.84 -5.56
C: 2.12 -1.06 -1.17
H: -5.61 -2.85 1.37
O: -0.50 -4.94 -2.65
H: 2.39 -2.38 1.93
C: 4.04 -1.62 0.76
C: 2.29 -1.62 -4.67
H: -4.27 -3.36 0.31
O: -1.06 -3.17 3.91
C: 2.71 -1.92 1.00
C: 1.36 -1.96 -3.68
C: -5.15 -1.48 -0.28

Values from the calculation:
HOMO energy: -2.95 eV
HOMO-LUMO gap: 6.9 eV
net charge: -2

=====

Number 1: E -160944.40485 eV, molar mass 1651.01 g/mol. Number 2: E -32447.11237 eV, molar mass 382.22 g/mol. Number 3: E -43243.27259 eV, molar mass 164.42 g/mol. Number 4: E -16961.19820 eV, molar mass 92.12 g/mol. Number 5: E -63323.37716 eV, molar mass 505.20 g/mol. Number 6: E -105299.41273 eV, molar mass 732.64 g/mol.